[1]
DFT (the ωB97M-V functional and the def2-TZVPD basis) results for C22H12Br2N6O3ReS4 as an isolated structure.

Output
strongest force on any atom: 0.005 Eh/bohr
net charge: 0
2S+1: 4
<S²>: 3.77
orbital gap (spin up / spin down): 0.244 / 0.238 Ha
energy: -223649.38835 eV

Last column: Mulliken spin population.
Element x y z (Å)
C: -4.0217 0.5778 1.1081  0.002
C: 1.4407 -1.2583 -2.3387  -0.005
C: -2.2154 4.3290 1.2664  0.048
C: -0.1297 -2.7466 -1.2696  0.003
C: 0.9127 -3.4466 -0.7030  -0.001
O: -0.7239 0.2063 -3.6637  0.001
C: -4.8439 -0.3543 0.5905  0.016
C: 0.1343 -1.6466 -2.0791  0.008
O: -2.3149 -1.5975 -2.9693  0.002
H: 3.1020 -4.6681 -0.0269  0.000
H: -4.1951 1.1877 1.9807  0.000
C: 2.4040 -0.5736 1.3635  -0.003
C: 2.2382 -3.0607 -0.9446  0.000
O: 0.8444 2.0282 -0.6867  -0.002
C: 2.4877 -1.9702 -1.7824  -0.002
C: -3.6654 5.3628 -0.3740  0.000
H: 5.1314 0.6548 -0.2508  0.000
Br: 5.1230 -1.4320 1.7819  0.002
N: 3.2711 -3.7156 -0.3037  0.001
S: -1.2150 -0.7118 -2.6891  0.006
H: 0.1837 -2.2936 3.2714  0.001
S: -4.1777 -1.0758 -0.8494  0.007
C: -2.6761 4.3975 -0.0034  0.044
H: -1.1538 -3.0543 -1.0951  0.001
H: 2.6139 -2.2035 2.7565  0.000
N: -2.8527 0.7228 0.3958  -0.006
H: 3.5100 -1.6750 -1.9869  0.000
N: 0.1235 0.2103 1.0673  -0.024
N: -3.0835 5.9180 3.1036  0.008
S: -2.0899 3.3666 -1.2903  0.093
C: -2.6993 5.2086 2.2844  -0.002
C: 4.0971 0.5293 0.0382  -0.015
H: -5.8098 -0.6575 0.9568  0.001
Br: 3.6428 2.5847 -1.8779  0.004
H: 1.6272 -0.4038 -2.9774  0.000
N: -4.4599 6.1274 -0.6986  0.009
S: -0.9708 3.1989 1.7583  0.086
Re: -1.0142 1.7008 -0.0422  2.584
C: 1.4551 0.2751 0.7642  -0.063
N: -1.6659 0.1450 -1.3631  0.045
C: 3.1265 1.3507 -0.5633  0.045
C: 0.5790 -1.5751 2.5680  -0.019
C: 1.9183 -1.5214 2.2865  0.030
C: 1.8007 1.2624 -0.2007  0.037
H: 4.2021 -3.5520 -0.6496  0.000
H: -1.3594 -0.6869 2.1553  -0.002
C: -0.2984 -0.6834 1.9397  0.031
H: 0.7117 -4.3003 -0.0662  0.000
C: -2.8004 -0.0775 -0.6684  -0.001
C: 3.7561 -0.4027 0.9771  0.030



[2]
DFT (the ωB97M-V functional and the def2-TZVPD basis) results for a 4-piece molecular cluster, C34H43F9N4O14PS2 overall.

Output
strongest force on any atom: 0.236 Eh/bohr
net charge: +1
orbital gap: 0.222 Ha
energy: -125964.93899 eV

Last column: Mulliken charge in e.
Element x y z (Å)
C: -4.9738 0.6637 4.4784  0.612
F: 1.4536 2.9865 0.7068  -0.267
C: 8.3348 5.0958 0.2019  -1.237
C: 4.8122 2.4848 -2.5334  0.592
C: -2.1242 -2.9834 3.8221  -0.474
H: 4.9648 -0.2345 1.0035  0.150
C: -4.8419 -1.5534 -1.0358  0.754
H: 3.0127 -4.0525 -2.5602  0.258
H: -6.7151 3.7476 1.9605  0.387
H: 0.4171 -0.3745 -0.3435  -0.679
H: -1.4985 -0.1953 -2.9587  0.351
C: 7.1475 4.5713 2.3675  -0.218
C: -2.3484 -3.6210 2.3275  -0.462
C: -0.3694 0.4845 -0.2444  -0.164
H: -2.4009 4.3750 -1.0103  0.186
C: 2.1005 2.7517 -0.6418  0.505
C: 3.2901 -3.0984 -1.9349  -0.384
O: -4.4742 -2.5595 -1.8763  -0.386
H: 1.2494 -0.0504 -4.1509  0.427
H: 1.2040 -2.4464 -3.9487  0.276
C: -3.7357 -6.0174 -0.5333  0.662
H: -1.4129 0.7105 2.7727  0.125
S: 0.6515 2.8603 -1.8673  1.753
C: 4.6567 -1.3849 0.9638  -0.591
H: 3.6753 -2.1981 -2.6121  0.248
C: -5.9835 -6.8492 -3.1197  -1.416
F: 3.5488 4.6423 -3.2975  -0.214
H: 6.2145 4.0625 2.1117  0.034
H: 0.3245 -3.9248 -1.8882  0.473
O: 7.6388 4.1201 3.6176  -0.344
F: 5.9288 2.7532 -3.4954  -0.250
O: 4.4006 -3.3650 -0.9723  -0.384
H: -0.8058 1.2672 -3.9131  0.325
C: -5.6795 2.1227 2.9471  1.432
H: -6.6093 3.9189 3.7263  0.405
H: -2.3757 -3.1227 -0.0783  0.288
H: -2.5863 -4.7669 2.1295  0.314
F: 3.8922 1.5345 -3.1942  -0.174
C: -1.6731 -0.4204 2.6246  -0.208
O: 1.2024 2.8178 -3.3475  -0.585
C: 3.2152 3.9252 -0.7825  0.263
C: -5.2118 -7.0668 -1.8340  0.491
C: 4.9896 -2.0741 -0.5157  0.664
C: -1.8409 -1.0206 1.1120  0.313
F: 4.1565 3.7464 0.3881  -0.221
C: -2.2078 -2.6490 1.0046  -0.349
F: 2.6597 1.3601 -0.5299  -0.129
C: -0.6101 0.5962 -2.9453  -1.054
H: 1.5387 -0.1713 -2.2457  -0.422
H: -4.8170 1.2748 -1.0714  0.326
N: -1.7056 -0.2862 -0.1935  1.233
O: 5.8756 -1.4235 -1.3024  -0.515
H: 5.1469 -1.9867 1.8624  0.355
C: -1.8063 -1.3779 3.9800  -0.476
C: -6.8090 1.2195 3.3413  -0.495
H: -6.8731 -7.4849 -3.1575  0.385
H: -5.1976 1.7885 2.0204  -0.544
H: 6.9599 5.6483 2.4401  0.343
C: 0.5491 -2.7634 -1.7778  0.276
O: -4.2322 0.0790 5.2477  -0.538
C: -6.0748 3.5809 2.8317  -1.545
O: -4.0014 -6.3271 -1.8403  -0.321
H: -6.4350 -5.5905 -0.7922  0.262
H: 7.5016 4.8859 -0.4754  0.175
H: -0.0940 0.9564 0.7893  0.533
O: 0.1043 4.3187 -1.7189  -0.693
H: -7.4954 1.6681 4.0681  0.310
H: -7.3819 0.8645 2.4808  0.324
H: 8.2383 3.1624 1.1467  0.254
C: 2.0006 -2.6368 -1.0260  0.320
N: -4.8026 -0.5626 -0.0787  -0.551
C: 8.2683 4.2196 1.4363  0.581
N: -4.1803 0.5321 -0.6525  0.188
H: -0.2824 -2.3564 -1.0351  -0.496
O: -4.8194 -6.2741 0.2594  -0.289
C: 4.1547 3.9254 -2.1122  0.481
H: -0.6482 -2.1717 -3.6601  0.326
H: -4.9566 -8.1274 -1.7226  0.279
O: -6.1330 0.1457 3.9719  -0.311
P: -2.5937 3.1058 -0.2939  0.255
H: -6.2976 -5.8046 -3.2219  0.308
C: 9.0022 4.1816 3.5414  0.595
H: -5.1847 4.2129 2.7428  0.351
O: 9.4103 4.4135 2.2551  -0.368
O: -2.6760 -5.5696 -0.1335  -0.558
F: 5.4545 1.7646 -1.3755  -0.189
O: 9.7553 4.0519 4.4899  -0.542
C: -2.8126 0.6147 -0.6649  -0.262
C: 0.7610 -0.3422 -3.1025  0.469
H: 9.2760 4.9319 -0.3337  0.361
F: 5.3410 4.7975 -1.7558  -0.256
H: -2.1958 -3.6925 4.7566  0.310
H: -1.6449 -0.9253 5.0566  0.306
C: -0.5949 1.5096 -1.5465  -0.062
C: -5.9032 -6.5322 -0.6161  -0.473
H: -5.3528 -7.0714 -3.9871  0.355
C: 0.4260 -1.9490 -3.1950  -0.932
H: -6.5938 -7.2554 -0.1747  0.308
H: 3.4857 -1.3874 1.1920  0.141
H: 8.3081 6.1583 0.4677  0.378
F: 2.6879 5.3209 -0.6217  -0.234
N: -2.0544 1.7822 -1.3354  -0.283
H: 2.0048 -3.3329 -0.0664  0.523
O: -4.7584 1.9317 4.0090  -0.359
H: -4.0360 3.0822 -0.0083  0.119
S: -1.7177 3.2508 1.4341  -0.275
H: 2.2484 -1.5466 -0.6273  -0.840